(1)
The following is a DFT calculation (ωB97M-V/def2-TZVPD) of a molecular structure, C51H37Cl3HfN5O3PS3 in a non-equilibrium geometry.

Structure (XYZ):
```
104
Properties=species:S:1:pos:R:3:forces:R:3:lowdin_charge:R:1
Hf -1.514017 -1.019893 1.336843 1.263 -0.441 0.192 1.333
Cl 5.198983 5.277807 1.823743 0.007 0.230 -0.020 0.710
Cl 3.471883 2.435407 -0.787757 -0.106 0.116 -0.115 0.743
Cl 7.521583 0.479107 1.849643 0.306 -0.047 0.107 0.787
S -4.046517 -0.682193 1.285243 -0.119 -0.243 -0.108 0.674
S -2.523917 -1.941193 3.508043 0.147 0.025 0.004 0.635
S 6.199283 1.917507 -1.895857 -0.257 -0.280 0.312 1.008
P -2.115117 0.653407 -1.088757 -1.290 0.269 -0.825 1.110
O -1.911617 0.841107 2.743343 0.024 0.353 0.446 -0.102
O -0.631117 0.980307 0.997143 0.599 -0.096 -0.011 -0.195
O 4.278383 -1.347893 1.367243 0.268 -0.127 0.267 -0.092
N -4.997917 -1.663793 6.254343 0.029 -0.136 0.361 0.157
N -7.299917 -0.140593 2.916643 -0.253 0.139 -0.103 0.157
N 0.513683 -1.264093 2.869643 -0.286 -0.059 -0.189 -0.013
N 0.623483 -1.320593 0.081643 -0.723 0.265 0.282 0.027
N 2.555983 -1.057393 3.687643 -0.427 -0.099 -0.161 -0.063
C 4.951783 0.125707 -0.516957 -0.327 0.260 0.050 -0.327
C -5.029517 -1.416693 5.133043 0.114 -0.184 0.592 -0.264
C -3.990617 -1.200193 2.950943 -0.207 -0.121 0.001 -1.027
C 3.875783 3.021107 2.485543 0.111 0.105 0.040 -0.111
C 5.079283 3.583607 2.087343 -0.057 -0.465 0.141 -0.687
C -3.235917 -1.051593 -2.891657 -0.021 0.086 0.050 -0.116
C 0.513083 -1.415393 -1.331357 -0.062 -0.429 -0.657 -0.267
C -0.614317 2.171607 -4.634557 0.059 0.065 -0.121 -0.079
C 1.772183 -1.651493 2.771143 -0.040 -0.235 -0.255 -0.144
C 3.781683 1.648507 2.625943 0.129 0.078 0.047 -0.026
C -5.864617 -0.290193 -2.554157 -0.132 -0.058 -0.024 -0.065
C 0.403683 -1.692393 -4.080157 0.041 -0.014 -0.073 -0.072
C -1.073617 -3.356493 -1.028857 -0.091 -0.143 0.225 -0.208
C 4.876483 0.810707 2.427343 0.146 -0.084 -0.058 -0.192
C 1.182983 -0.519193 -2.152057 0.038 -0.137 0.159 -0.042
C -0.282317 -2.574293 -3.263357 0.179 0.071 0.121 -0.056
C -1.382617 1.439207 -3.743157 -0.169 -0.005 0.077 -0.079
C 1.128683 -0.650793 -3.526857 0.029 -0.100 -0.011 -0.075
C -3.627117 3.076007 -0.964157 0.159 -0.065 0.037 -0.075
C -4.870417 0.352207 -1.835757 0.092 0.055 0.003 -0.112
C -3.962817 4.307507 1.079343 0.100 0.036 0.033 -0.056
C 6.193183 2.782607 1.889343 -0.037 0.054 0.032 -0.127
C 6.089083 1.414507 2.079443 -0.319 0.207 0.124 -0.575
C 0.370883 3.030207 -4.176757 -0.022 0.049 -0.085 -0.084
C -2.625217 -3.808493 0.715543 -0.203 -0.152 0.159 -0.168
C -3.541817 0.001007 -2.030057 0.236 -0.100 0.128 -0.371
C -0.253117 -2.456693 -1.870757 0.173 0.188 -0.108 -0.157
C -4.185717 4.143207 -0.280257 -0.033 -0.046 -0.077 -0.055
C -1.627217 1.407907 1.676843 -0.129 1.373 0.829 -0.696
C -6.298417 -0.550993 3.303443 -0.580 0.294 -0.359 -0.265
C -1.717117 -2.898193 0.150943 -0.010 -0.699 -0.537 -0.241
C -2.132517 -5.533493 -0.868257 -0.052 0.036 -0.006 -0.080
C 3.873883 -0.583893 0.250643 -0.214 0.077 -0.343 -0.177
C -0.198517 2.453407 -1.923757 -0.002 -0.040 0.071 -0.108
C 4.779483 -0.694193 2.537643 0.106 0.047 0.414 -0.260
C 3.984383 -1.193993 3.779143 0.785 -0.223 -0.460 -0.044
C -1.265717 -4.661793 -1.494357 0.191 0.104 -0.052 -0.054
C 0.571183 3.175807 -2.814157 0.021 0.074 0.065 -0.095
C -4.228717 -1.699893 -3.598557 0.001 -0.063 -0.052 -0.067
C 4.821683 1.401807 -0.986857 0.451 -0.234 -0.247 -0.944
C -3.123717 3.438607 1.751043 0.091 -0.131 0.016 0.003
C -2.518817 2.404407 1.052543 -0.124 0.023 -0.395 -0.162
C -1.182117 1.576807 -2.376957 0.334 -0.297 0.091 -0.330
C -2.804317 2.173007 -0.295657 0.071 -0.014 0.270 -0.286
C -5.547817 -1.306793 -3.439657 -0.075 -0.034 -0.027 -0.078
C -2.848317 -5.084893 0.225643 0.074 -0.014 0.035 -0.079
C 6.188283 -0.445793 -0.907957 0.103 0.052 -0.209 -0.169
C 1.736983 -0.272893 4.452743 -0.533 0.139 0.143 -0.049
C -5.083317 -1.070993 3.774043 0.738 -0.007 -0.568 -0.388
C 6.959483 0.395707 -1.637457 -0.199 0.246 -0.059 -0.406
C 0.481083 -0.411793 3.940343 0.195 0.272 0.554 -0.133
H -0.892717 -3.343593 -3.716757 -0.016 -0.031 0.035 0.115
H 0.932583 -2.212993 0.458443 0.049 0.146 -0.014 0.097
H 4.342583 -0.651693 4.655743 -0.092 -0.107 -0.024 0.145
H 1.734583 0.295707 -1.708357 0.141 0.127 0.071 0.084
H 2.165883 -2.391893 2.100043 0.054 0.037 -0.127 0.139
H -2.206617 -1.359093 -2.999457 -0.038 -0.007 -0.049 0.072
H 2.822083 1.237307 2.897743 -0.059 -0.043 -0.017 0.106
H 1.253983 -0.568493 0.339043 -0.052 -0.192 0.134 0.068
H 0.970583 3.601207 -4.871157 0.009 0.014 -0.085 0.104
H -4.817217 4.841007 -0.809457 -0.071 0.055 -0.040 0.108
H -3.828017 2.940707 -2.018857 -0.027 0.002 -0.024 0.118
H 7.940683 0.223007 -2.031457 0.205 -0.069 -0.103 0.068
H 4.215183 -2.255093 3.901043 0.034 0.087 0.066 0.140
H -2.937817 3.541207 2.808843 0.022 0.050 0.117 0.124
H -6.327817 -1.809993 -3.991757 -0.091 -0.020 -0.024 0.103
H -0.788517 2.074607 -5.696457 -0.023 -0.045 -0.083 0.106
H 6.480783 -1.443593 -0.641957 0.096 -0.238 0.088 0.119
H -5.128917 1.108607 -1.111257 -0.114 0.043 0.008 0.092
H 2.091683 0.290007 5.292443 0.125 0.101 0.098 0.129
H -6.895217 -0.003593 -2.407857 -0.093 0.006 0.034 0.108
H -0.042717 2.563907 -0.860657 0.046 0.050 0.131 0.098
H -3.559517 -5.730993 0.715743 -0.105 -0.079 0.076 0.104
H 3.014983 3.643907 2.674143 -0.053 0.081 -0.080 0.115
H 1.642883 0.058307 -4.156357 0.048 0.091 -0.049 0.109
H -2.146517 0.771007 -4.114557 0.008 0.011 -0.049 0.099
H 7.133983 3.214007 1.584843 0.054 0.042 0.001 0.110
H -4.432817 5.119307 1.612343 -0.052 0.081 0.036 0.108
H 1.314983 3.867507 -2.443957 0.070 0.012 0.003 0.088
H 5.801483 -1.075093 2.687543 -0.350 0.089 0.022 0.112
H 3.126983 0.170507 0.531843 -0.021 -0.191 -0.041 0.085
H -3.974717 -2.518493 -4.259557 -0.007 -0.007 -0.030 0.106
H -2.255217 -6.541493 -1.237757 -0.012 -0.064 -0.038 0.102
H 0.349483 -1.807793 -5.152357 -0.001 0.006 -0.101 0.107
H -0.442117 0.018307 4.281843 -0.001 0.073 -0.011 0.089
H -3.194417 -3.522393 1.593343 0.071 -0.034 -0.134 0.028
H -0.706917 -5.003193 -2.354857 0.026 -0.020 -0.072 0.105
H 3.420483 -1.329293 -0.414457 -0.096 0.178 0.112 0.138
```
Positions in Å, forces in eV/Å.

The frontier orbital gap comes out at 7.35 eV. The total energy is -5429.80830 a.u. The calculation puts the LUMO energy at -0.15 eV.

---

(2)
The following is a DFT calculation (ωB97M-V/def2-TZVPD) of a gas-phase ion, CHN2 (charge +1) in a non-equilibrium geometry.

Structure (XYZ):
```
4
Properties=species:S:1:pos:R:3:forces:R:3:lowdin_charge:R:1
N -0.525481 -0.134049 -0.486793 0.143 0.149 1.191 0.054
N -1.519910 -0.252466 0.125254 -5.040 -0.987 -0.309 0.408
C 0.513802 0.118567 0.017455 4.779 0.840 -0.913 0.377
H 1.531590 0.267949 0.344085 0.117 -0.001 0.031 0.161
```
Positions in Å, forces in eV/Å.

As for the total charge: +1. The frontier orbital gap (spin up / spin down) comes out at 8.49 / 8.49 eV. The total energy is -147.65721 a.u. The calculation puts the LUMO energy (spin up / spin down) at -9.17 / -9.16 eV.